# 1
Entry from the Open Molecules 2025 dataset: one molecule with the formula C3H8N2O (ωB97M-V/def2-TZVPD).

Calculated values
Relative energy (zero: lowest compared OMol25 entry of this formula, charge and spin)   3.313 eV
F_max   0.6 eV Å⁻¹

Geometry (Å):
1 O 1.416 0.093 -1.665
2 N 1.757 -0.712 0.450
3 N -0.461 -0.187 -0.222
4 C 1.034 -0.235 -0.565
5 C -1.022 1.082 -0.763
6 C -1.037 -0.482 1.151
7 H -0.696 1.894 -0.109
8 H 2.756 -0.782 0.347
9 H -0.863 -0.937 -0.783
10 H -0.670 1.253 -1.781
11 H 1.291 -0.860 1.339
12 H -2.105 0.988 -0.708
13 H -0.755 0.357 1.801
14 H -0.548 -1.406 1.491

=====

# 2
Entry from the Open Molecules 2025 dataset: a 2-piece molecular cluster, C2H4N2O2S overall at a distorted geometry (ωB97M-V/def2-TZVPD).

Calculated values
Relative energy (zero: lowest compared OMol25 entry of this formula, charge and spin)   5.436 eV
F_max   5.2 eV Å⁻¹

Geometry (Å):
1 S 0.991 1.319 0.509
2 O 0.956 1.659 1.859
3 O 1.581 2.181 -0.482
4 N 2.766 -1.046 0.436
5 N -1.286 0.369 -0.059
6 C -1.350 -0.858 -0.771
7 C 2.038 -0.198 0.435
8 H -2.346 -1.094 -0.862
9 H -1.386 0.301 0.999
10 H -0.925 -0.886 -1.789
11 H -1.036 -1.747 -0.275

=====

# 3
Entry from the Open Molecules 2025 dataset: C20H27ClIN3O4OsSi as an isolated structure (ωB97M-V/def2-TZVPD).

Calculated values
Net charge   +2
Relative energy (zero: lowest compared OMol25 entry of this formula, charge and spin)   0.000 eV
Expectation value of S²   6.032
2S+1   5
F_max   0.7 eV Å⁻¹

Geometry (Å):
1 Os 0.087 0.245 -0.044
2 I -2.613 -3.229 -0.907
3 Cl -0.828 6.031 6.809
4 Si -0.941 -0.133 3.069
5 O 0.395 2.161 0.221
6 O 0.522 -1.695 -0.486
7 O 1.031 4.738 1.556
8 O -1.620 3.010 0.810
9 N -2.234 0.340 -0.675
10 N 1.056 -3.666 -1.355
11 N -1.253 -0.130 1.294
12 C -1.272 5.361 4.259
13 C -1.411 1.551 3.701
14 C -0.864 5.047 3.006
15 C 2.974 5.317 3.374
16 C -1.920 -1.481 3.868
17 C 0.885 -0.466 3.228
18 C -4.553 0.368 -1.099
19 C 1.079 5.639 4.983
20 C 0.251 -2.630 -1.289
21 C 1.525 5.333 3.732
22 C -3.738 -0.172 1.103
23 C -0.301 5.657 5.261
24 C -3.242 0.536 -1.527
25 C -0.973 -2.606 -2.133
26 C -4.792 0.013 0.217
27 C -2.462 0.010 0.610
28 C 0.531 5.029 2.724
29 C 0.175 4.514 0.405
30 C -0.473 3.135 0.474
31 C -2.914 0.969 -2.927
32 H -1.591 4.787 2.250
33 H 1.278 -0.095 4.181
34 H -2.982 -1.245 3.959
35 H -3.532 0.450 -3.659
36 H -1.861 0.799 -3.151
37 H -1.797 1.490 4.724
38 H -3.905 -0.454 2.134
39 H 1.784 5.877 5.769
40 H -3.112 2.038 -3.032
41 H 1.467 0.021 2.439
42 H 0.831 4.579 -0.454
43 H -0.541 2.218 3.708
44 H -5.809 -0.128 0.562
45 H 3.181 6.052 2.593
46 H -0.596 5.274 0.348
47 H -1.537 -1.635 4.883
48 H 0.864 -4.445 -1.963
49 H -1.188 -1.598 -2.472
50 H -1.816 -2.424 3.325
51 H -2.181 2.000 3.066
52 H 1.088 -1.540 3.185
53 H 3.263 4.343 2.972
54 H -2.325 5.387 4.509
55 H 3.589 5.542 4.240
56 H -5.366 0.519 -1.796
57 H 1.864 -3.715 -0.753
58 H -0.921 -3.297 -2.967

=====

# 4
Entry from the Open Molecules 2025 dataset: a 2-piece molecular cluster, C2H3FO2S overall at a distorted geometry (ωB97M-V/def2-TZVPD).

Calculated values
Relative energy (zero: lowest compared OMol25 entry of this formula, charge and spin)   1.339 eV
F_max   2.4 eV Å⁻¹

Geometry (Å):
1 S 1.976 4.663 0.900
2 F 0.488 -0.264 1.712
3 O 1.034 4.509 -0.145
4 O 1.460 4.218 2.178
5 C 0.721 0.716 -0.392
6 C 0.235 0.772 0.854
7 H 1.134 -0.237 -0.739
8 H -0.329 1.648 1.153
9 H 0.650 1.687 -0.987

=====

# 5
Entry from the Open Molecules 2025 dataset: one molecule with the formula C4H7Br at a distorted geometry (ωB97M-V/def2-TZVPD).

Calculated values
Relative energy (zero: lowest compared OMol25 entry of this formula, charge and spin)   1.540 eV
SMILES string   CC1(Br)CC1
F_max   4.7 eV Å⁻¹

Geometry (Å):
1 Br -2.133 0.015 -1.718
2 C -0.409 -1.253 0.197
3 C -0.383 1.419 0.182
4 C -0.555 0.089 -0.406
5 C 0.521 -0.797 -0.906
6 H -0.131 1.210 1.229
7 H 0.318 -1.296 -1.727
8 H 0.529 1.838 -0.360
9 H -1.380 2.012 0.002
10 H -1.133 -2.100 -0.081
11 H 0.039 -1.202 1.184
12 H 1.496 -0.738 -0.702

=====

# 6
Entry from the Open Molecules 2025 dataset: C32H71CsN10O2SSbSe4 as an isolated structure at a distorted geometry (ωB97M-V/def2-TZVPD).

Calculated values
Net charge   -2
Relative energy (zero: lowest compared OMol25 entry of this formula, charge and spin)   0.000 eV
Expectation value of S²   0.755
2S+1   2
F_max   4.9 eV Å⁻¹

Geometry (Å):
1 Cs 10.203 -15.253 -8.332
2 Sb 9.980 -18.379 -4.106
3 Se 11.703 -9.210 -5.505
4 Se 9.835 -10.487 -5.937
5 Se 9.228 -10.304 -8.267
6 Se 7.848 -12.116 -8.423
7 S 12.632 -15.993 -6.076
8 O 11.261 -18.614 -8.940
9 O 2.614 -19.217 -4.787
10 N 7.119 -18.774 -8.603
11 N 13.142 -12.041 -8.812
12 N 9.336 -14.958 -11.363
13 N 7.561 -17.005 -10.053
14 N 11.862 -13.349 -10.312
15 N 13.780 -16.713 -11.387
16 N 12.760 -17.655 -13.319
17 N 5.588 -18.293 -10.299
18 N 11.546 -17.072 -11.350
19 N 13.513 -11.780 -11.025
20 C 8.853 -19.979 -3.051
21 C 12.800 -19.454 -3.709
22 C 9.114 -16.499 -3.229
23 C 9.712 -15.844 -12.504
24 C 12.326 -19.012 -13.523
25 C 9.256 -20.316 -1.647
26 C 12.364 -12.378 -7.651
27 C 13.583 -17.005 -14.311
28 C 12.623 -17.512 -6.530
29 C 12.788 -12.450 -10.050
30 C 3.621 -19.293 -5.200
31 C 8.539 -16.622 -1.851
32 C 12.084 -18.008 -1.763
33 C 10.149 -15.399 -3.317
34 C 7.146 -16.192 -11.175
35 C 5.705 -18.939 -11.606
36 C 7.890 -14.898 -11.149
37 C 11.297 -13.448 -11.654
38 C 4.454 -18.646 -9.503
39 C 8.237 -18.385 -7.728
40 C 9.805 -13.598 -11.541
41 C 12.003 -18.277 -3.246
42 C 7.123 -20.219 -8.834
43 C 13.671 -16.166 -10.028
44 C 12.614 -17.137 -12.002
45 C 6.806 -17.962 -9.680
46 C 14.532 -11.758 -8.416
47 C 14.195 -12.549 -12.070
48 C 13.887 -10.393 -10.907
49 C 7.322 -19.699 -3.184
50 C 10.280 -17.197 -11.988
51 C 14.922 -17.610 -11.569
52 H 9.654 -14.433 -3.107
53 H 9.309 -19.455 -0.971
54 H 14.765 -12.405 -7.600
55 H 6.887 -20.737 -7.912
56 H 10.581 -15.356 -4.309
57 H 14.655 -15.745 -9.723
58 H 6.795 -20.638 -3.052
59 H 9.255 -17.020 -1.110
60 H 9.307 -13.148 -12.388
61 H 13.823 -13.584 -12.072
62 H 7.678 -14.401 -10.170
63 H 9.080 -20.927 -3.597
64 H 11.574 -12.591 -12.280
65 H 7.966 -17.432 -7.262
66 H 7.072 -19.319 -4.183
67 H 6.984 -18.918 -2.471
68 H 10.954 -15.528 -2.589
69 H 12.388 -20.358 -3.313
70 H 6.790 -18.894 -11.874
71 H 11.310 -12.469 -7.883
72 H 15.734 -17.257 -10.925
73 H 11.606 -19.143 -14.368
74 H 13.770 -15.950 -14.016
75 H 8.328 -16.308 -3.925
76 H 7.431 -14.215 -11.886
77 H 12.937 -15.338 -10.042
78 H 3.560 -18.069 -9.808
79 H 8.845 -16.019 -13.160
80 H 12.719 -13.308 -7.184
81 H 9.189 -18.250 -8.283
82 H 4.262 -19.752 -9.536
83 H 14.536 -17.499 -14.515
84 H 7.613 -17.248 -1.821
85 H 13.656 -9.961 -11.892
86 H 13.231 -19.605 -13.833
87 H 14.021 -12.164 -13.079
88 H 13.345 -16.856 -9.233
89 H 6.079 -16.007 -11.115
90 H 11.466 -17.156 -1.426
91 H 8.113 -20.600 -9.126
92 H 5.393 -20.022 -11.585
93 H 11.359 -17.968 -9.639
94 H 6.352 -20.482 -9.580
95 H 9.581 -17.615 -11.229
96 H 11.798 -18.294 -8.246
97 H 8.335 -19.108 -6.943
98 H 13.058 -17.092 -15.329
99 H 11.735 -18.850 -1.172
100 H 15.238 -11.988 -9.213
101 H 10.495 -15.330 -13.106
102 H 13.872 -19.392 -3.362
103 H 14.748 -18.642 -11.244
104 H 12.401 -17.409 -3.764
105 H 11.730 -14.298 -12.192
106 H 11.856 -19.376 -12.601
107 H 15.302 -17.710 -12.593
108 H 14.946 -10.328 -10.639
109 H 13.110 -17.778 -1.469
110 H 8.530 -20.989 -1.157
111 H 8.244 -15.628 -1.520
112 H 12.796 -19.472 -4.822
113 H 7.335 -16.676 -12.122
114 H 4.652 -18.365 -8.492
115 H 10.231 -20.805 -1.610
116 H 5.126 -18.466 -12.405
117 H 12.394 -11.561 -6.918
118 H 14.644 -10.682 -8.101
119 H 9.477 -12.983 -10.666
120 H 10.334 -17.867 -12.839
121 H 13.278 -9.929 -10.159
122 H 15.289 -12.620 -11.970

=====

# 7
Entry from the Open Molecules 2025 dataset: C30H30AsGaN5O3S as an isolated structure (ωB97M-V/def2-TZVPD).

Calculated values
Net charge   -1
Relative energy (zero: lowest compared OMol25 entry of this formula, charge and spin)   2.590 eV
F_max   0.2 eV Å⁻¹

Geometry (Å):
1 As -1.179 -3.609 -3.569
2 Ga -0.757 -0.071 -0.659
3 S -2.429 3.124 0.512
4 O -0.635 -2.181 -0.024
5 O 2.692 3.190 -0.373
6 O 0.852 1.141 -0.152
7 N -1.758 5.163 2.161
8 N -0.883 -0.196 1.497
9 N -0.603 4.872 0.101
10 N -1.552 -1.342 1.918
11 N -4.011 2.629 2.825
12 C -0.436 0.576 2.406
13 C -0.694 -4.505 -5.255
14 C 0.180 5.914 0.369
15 C 2.316 3.740 1.889
16 C 1.655 -1.181 -3.722
17 C -2.477 -5.867 0.618
18 C 1.084 1.871 0.891
19 C 3.254 -2.534 -5.535
20 C 2.407 -3.237 -4.688
21 C -1.526 -1.847 -4.346
22 C -1.343 -2.292 1.036
23 C -2.712 -3.834 2.492
24 C 0.436 1.711 2.146
25 C -1.500 4.555 1.021
26 C 0.663 -3.327 -2.876
27 C 2.501 -0.476 -4.565
28 C 0.721 2.570 3.217
29 C 1.592 -2.574 -3.770
30 C 3.303 -1.149 -5.478
31 C 1.640 3.589 3.105
32 C -3.189 -6.087 1.788
33 C -3.305 -5.065 2.725
34 C 3.526 2.140 -0.849
35 C 0.014 6.632 1.550
36 C 2.053 2.918 0.820
37 C 1.230 6.246 -0.643
38 C -1.880 -4.636 0.386
39 C -0.978 6.214 2.413
40 C -3.366 2.871 1.903
41 C -1.993 -3.613 1.319
42 H 3.964 -0.597 -6.135
43 H 1.041 -4.334 -2.684
44 H -0.660 0.326 3.445
45 H 0.528 -2.835 -1.913
46 H 4.331 1.942 -0.133
47 H -1.586 -1.109 -3.547
48 H 0.650 7.472 1.789
49 H -0.243 -5.474 -5.038
50 H 2.534 0.605 -4.504
51 H 0.755 6.618 -1.553
52 H -3.862 -5.230 3.639
53 H -2.487 -1.885 -4.862
54 H 1.848 4.248 3.937
55 H -3.654 -7.048 1.971
56 H 3.879 -3.073 -6.237
57 H 1.032 -0.644 -3.014
58 H -2.796 -3.026 3.206
59 H 0.196 2.410 4.153
60 H 0.004 -3.904 -5.839
61 H 2.951 1.232 -1.020
62 H -2.390 -6.655 -0.121
63 H 2.381 -4.320 -4.731
64 H -0.744 -1.562 -5.051
65 H 1.778 5.339 -0.902
66 H -1.599 -4.672 -5.840
67 H -1.162 6.728 3.350
68 H 1.917 7.002 -0.267
69 H 3.055 4.523 1.754
70 H -1.332 -4.445 -0.527
71 H 3.958 2.489 -1.785

=====

# 8
Entry from the Open Molecules 2025 dataset: one molecule with the formula C22H20N4O3 at a distorted geometry (ωB97M-V/def2-TZVPD).

Calculated values
Relative energy (zero: lowest compared OMol25 entry of this formula, charge and spin)   5.826 eV
SMILES string   Cc1c(C(=O)O)cn2ncc(CN)c(Nc3ccc(Oc4ccccc4)cc3)c12
F_max   6.1 eV Å⁻¹

Geometry (Å):
1 O -3.879 1.267 -1.307
2 O 7.394 -2.629 -0.268
3 O 6.630 -1.176 -1.775
4 N 3.305 -3.199 0.721
5 N 2.563 -4.105 1.225
6 N -1.373 -2.991 2.324
7 N 1.108 -0.152 0.749
8 C -4.197 4.938 -1.936
9 C -5.549 5.184 -1.415
10 C -0.263 -2.162 2.588
11 C -6.282 4.237 -0.761
12 C -1.957 1.721 0.121
13 C -3.589 3.705 -1.815
14 C 6.423 -1.862 -0.819
15 C 4.581 -3.258 0.172
16 C -0.116 0.220 0.291
17 C 2.786 -1.906 0.520
18 C 1.430 -1.499 0.938
19 C -5.659 2.868 -0.763
20 C 1.364 -3.821 1.738
21 C -2.673 0.942 -0.752
22 C -0.650 1.468 0.524
23 C 3.870 -1.256 -0.108
24 C 3.843 0.034 -0.769
25 C -2.002 -0.196 -1.163
26 C -0.792 -0.605 -0.586
27 C 0.772 -2.435 1.625
28 C 5.061 -2.133 -0.335
29 C -4.338 2.646 -1.301
30 H -2.434 -0.756 -2.013
31 H 0.697 -4.491 2.315
32 H -2.274 2.791 0.500
33 H -5.847 6.269 -1.378
34 H -7.366 4.357 -0.423
35 H -0.536 -1.588 -0.890
36 H -2.527 3.513 -1.995
37 H 5.163 -4.139 0.215
38 H -2.067 -2.911 3.170
39 H -1.765 -2.716 1.417
40 H -3.620 5.761 -2.245
41 H 0.139 -2.309 3.529
42 H 1.719 0.590 1.003
43 H 4.058 -0.189 -1.844
44 H -6.202 2.003 -0.554
45 H 8.200 -2.389 -0.703
46 H 4.587 0.700 -0.306
47 H 0.017 2.251 0.911
48 H -0.620 -1.078 2.472
49 H 2.868 0.488 -0.839

=====

# 9
Entry from the Open Molecules 2025 dataset: a 3-piece molecular cluster, C35H42N2O6S4 overall at a distorted geometry (ωB97M-V/def2-TZVPD).

Calculated values
Calculated total energy   -95569.34378 eV
SMILES string   C#CCOC(=O)N(CCCSC(=S)N(c1ccccc1)c1ccccc1)Cc1ccccc1.O=S1(=O)CCCC1.O=S1(=O)CCCC1
F_max   4.5 eV Å⁻¹

Geometry (Å):
1 S -1.728 -2.219 -4.225
2 S -0.429 1.876 4.356
3 S 4.622 0.436 5.456
4 S -4.618 -2.916 -4.397
5 O 3.007 -1.482 -2.385
6 O -0.654 2.478 3.060
7 O 4.316 -0.333 6.638
8 O 3.633 0.704 4.436
9 O 1.167 -1.224 -1.084
10 O -0.538 2.630 5.584
11 N -3.823 -0.932 -2.642
12 N 0.818 -0.444 -3.208
13 C 0.881 -0.286 5.031
14 C -5.094 -0.692 -0.363
15 C -0.457 -0.781 4.475
16 C 1.038 1.027 -3.298
17 C -4.150 1.119 -4.113
18 C 5.379 1.986 5.939
19 C -4.729 -3.583 0.222
20 C -5.649 -1.289 0.904
21 C -7.180 0.839 -4.013
22 C -3.476 -1.952 -3.658
23 C -5.070 2.076 -4.840
24 C -5.494 -2.758 1.227
25 C 2.683 2.219 -1.615
26 C 6.911 0.959 4.299
27 C 0.106 -0.502 -5.702
28 C 1.263 1.750 -1.920
29 C 3.132 -2.878 -2.710
30 C 1.150 1.044 4.339
31 C 1.940 3.272 0.644
32 C -4.358 -1.513 -1.417
33 C 3.039 2.959 -0.365
34 C 2.263 -4.657 -0.749
35 C -4.184 -2.986 -1.065
36 C -4.765 -0.018 -3.304
37 C -1.431 0.399 4.502
38 C -1.385 -1.082 -5.649
39 C 6.844 1.900 5.505
40 C 1.660 -1.079 -2.193
41 C 6.070 -0.255 4.674
42 C 2.725 -3.862 -1.563
43 C 1.076 -1.019 -4.559
44 C 0.214 2.054 -0.900
45 C -6.571 1.961 -4.831
46 C -6.259 -0.120 -3.293
47 C 0.518 2.801 0.393
48 H 1.684 -1.000 4.849
49 H -6.754 -0.957 -2.724
50 H 7.938 0.677 4.062
51 H 6.485 1.453 3.421
52 H 5.777 -0.857 3.815
53 H 6.582 -0.876 5.411
54 H -5.913 -3.218 2.177
55 H 4.243 -3.058 -2.905
56 H -0.846 -1.625 5.049
57 H 2.194 3.860 1.582
58 H -0.284 3.060 1.165
59 H 1.576 -5.271 -0.102
60 H 0.077 1.467 -3.738
61 H 7.244 2.888 5.269
62 H -6.214 -0.629 1.627
63 H 2.597 -3.201 -3.651
64 H -8.302 0.720 -3.944
65 H 0.029 0.620 -5.794
66 H 0.799 -0.136 6.112
67 H -3.639 -3.718 -1.735
68 H 5.284 2.113 7.017
69 H -0.319 -1.121 3.444
70 H 2.151 -0.723 -4.840
71 H -1.972 0.450 5.448
72 H -2.100 -0.210 -5.579
73 H -0.856 1.749 -1.069
74 H 1.890 1.649 4.847
75 H -3.037 1.273 -4.196
76 H 1.867 1.339 -4.015
77 H -4.595 -4.684 0.427
78 H 1.436 0.895 3.296
79 H -1.612 -1.669 -6.602
80 H -2.138 0.357 3.673
81 H 1.060 -2.154 -4.596
82 H 3.508 2.011 -2.369
83 H -5.288 0.416 -0.511
84 H 0.555 -0.867 -6.689
85 H -7.268 2.652 -5.392
86 H 7.446 1.489 6.321
87 H 4.856 2.792 5.422
88 H 4.107 3.309 -0.206
89 H -4.618 2.911 -5.463

=====

# 10
Entry from the Open Molecules 2025 dataset: a 2-piece molecular cluster, C3H6O3 overall at a distorted geometry (ωB97M-V/def2-TZVPD).

Calculated values
Relative energy (zero: lowest compared OMol25 entry of this formula, charge and spin)   4.942 eV
SMILES string   O[C@H]1[C@H]2O[C@@H]12.O
F_max   1.3 eV Å⁻¹

Geometry (Å):
1 O 0.515 -1.326 1.926
2 O -1.617 -0.115 -1.212
3 O -0.268 0.759 0.785
4 C 0.661 -0.145 -0.199
5 C -0.276 0.189 -1.297
6 C 0.326 1.219 -0.394
7 H 1.546 -0.767 -0.046
8 H 0.890 2.129 -0.433
9 H 0.133 0.081 -2.295
10 H -1.854 0.214 -0.326
11 H 0.176 -0.414 1.911
12 H -0.234 -1.825 1.580

=====

Question: Which of these has the lowest F_max?
Answer: C30H30AsGaN5O3S